[1]
Here is the molecule C22H24N2O7S2 from the Open Molecules 2025 dataset. Energies are from the ωB97M-V functional and the def2-TZVPD basis.

Values from the calculation:
- HOMO-LUMO gap: 8.120 eV
- E_tot: -62185.2055 eV
- Highest occupied orbital energy: -7.849 eV
- Relative energy (zero: lowest compared OMol25 entry of this formula, charge and spin): 47.0 kcal/mol
- Structure (SMILES): CCOc1ccc(S(=O)(=O)Nc2ccc(S(=O)(=O)Nc3cc(OC)ccc3OC)cc2)cc1
- Multiplicity: 1

Geometry as XYZ:
```
57
Properties=species:S:1:pos:R:3:forces:R:3
C -4.677 5.905 -5.313 0.24 -0.24 0.30
C -4.275 5.015 -4.148 -0.42 0.10 -0.08
H -4.741 4.026 -4.245 0.08 0.08 0.08
H -4.591 5.465 -3.198 0.06 -0.11 -0.06
O -2.861 4.888 -4.175 0.21 0.04 -0.08
C -2.238 4.156 -3.235 0.20 -0.19 0.23
C -2.877 3.468 -2.202 -0.15 0.17 -0.21
C -2.126 2.745 -1.290 0.05 -0.07 0.13
C -0.752 2.710 -1.405 0.25 -0.46 0.52
C -0.101 3.387 -2.422 0.01 0.14 -0.17
C -0.839 4.107 -3.334 -0.11 0.01 0.02
H -0.367 4.649 -4.137 0.08 0.06 -0.08
H 0.975 3.345 -2.471 0.16 0.06 -0.12
S 0.213 1.768 -0.250 -0.48 -0.47 -0.41
O -0.599 1.362 0.864 -0.29 0.10 -0.13
O 1.445 2.432 0.036 0.21 0.14 -0.26
N 0.545 0.401 -1.214 -0.35 1.00 -0.05
C 1.389 -0.589 -0.698 0.60 -0.44 0.46
C 2.644 -0.237 -0.203 0.04 -0.10 0.01
C 3.444 -1.203 0.378 0.06 0.03 -0.10
C 3.013 -2.514 0.424 0.32 -0.47 0.29
C 1.801 -2.887 -0.124 -0.03 -0.06 -0.20
C 0.986 -1.924 -0.687 0.01 0.18 -0.05
H 0.023 -2.197 -1.092 -0.13 -0.05 -0.01
H 1.504 -3.921 -0.079 -0.13 -0.09 -0.01
S 3.856 -3.658 1.508 0.20 0.15 0.04
O 5.267 -3.418 1.534 -0.09 0.38 0.06
O 3.391 -4.989 1.257 -0.35 0.19 -0.05
N 3.249 -3.149 3.001 0.61 -0.33 -0.48
C 1.862 -2.911 2.970 -0.76 0.32 0.20
C 1.006 -3.989 2.823 -0.28 -0.05 0.11
C -0.361 -3.778 2.692 0.06 0.21 -0.06
C -0.851 -2.475 2.713 0.01 -0.28 -0.01
C 0.001 -1.396 2.871 0.15 0.07 0.01
C 1.367 -1.599 2.999 0.29 -0.15 0.05
O 2.310 -0.613 3.128 -0.04 -0.54 0.08
C 1.864 0.722 3.233 -0.04 0.25 -0.03
H 1.320 1.041 2.341 0.05 -0.06 0.11
H 1.231 0.856 4.115 0.00 0.00 -0.02
H 2.766 1.322 3.337 -0.08 0.03 0.01
H -0.407 -0.399 2.845 -0.02 0.12 0.02
H -1.911 -2.319 2.599 -0.15 0.02 -0.01
O -1.281 -4.770 2.518 -0.08 0.25 0.02
C -0.821 -6.102 2.498 0.02 -0.15 0.00
H -0.111 -6.271 1.683 -0.01 0.00 0.02
H -1.707 -6.716 2.341 0.11 -0.01 0.01
H -0.351 -6.378 3.447 0.01 0.00 -0.03
H 1.452 -4.968 2.782 -0.03 -0.15 0.04
H 3.763 -2.334 3.308 0.18 0.11 -0.02
H 4.402 -0.952 0.807 0.10 0.13 0.06
H 2.953 0.794 -0.232 0.12 0.01 -0.04
H -0.335 0.017 -1.535 -0.14 0.06 -0.06
H -2.595 2.214 -0.477 -0.13 -0.04 0.07
H -3.949 3.492 -2.098 -0.09 0.02 -0.01
H -5.755 6.030 -5.326 -0.11 0.02 -0.01
H -4.357 5.458 -6.250 -0.01 -0.03 -0.11
H -4.205 6.879 -5.215 0.01 0.11 -0.01
```
Forces are in eV/Å.

[2]
Here is the molecule C3H5NO2 from the Open Molecules 2025 dataset. Energies are from the ωB97M-V functional and the def2-TZVPD basis.

Values from the calculation:
- HOMO-LUMO gap: 11.406 eV
- E_tot: -8774.9048 eV
- Highest occupied orbital energy: -10.605 eV
- Relative energy (zero: lowest compared OMol25 entry of this formula, charge and spin): 64.3 kcal/mol
- Structure (SMILES): N#CCOCO
- Multiplicity: 1

Geometry as XYZ:
```
11
Properties=species:S:1:pos:R:3:forces:R:3
N 1.713 -1.133 -1.030 -0.67 -1.15 0.74
C 0.846 -1.103 -0.256 0.64 -1.73 -1.01
C -0.468 -1.042 0.441 0.20 -0.27 -0.04
O -1.192 0.026 -0.096 0.33 -0.03 -0.15
C -0.427 1.250 -0.073 0.16 0.32 -0.18
O 0.947 1.041 -0.004 0.52 0.83 -0.44
H 1.416 0.500 -0.753 -1.52 2.13 1.32
H -0.983 -1.967 0.170 -0.10 0.12 0.17
H -0.354 -0.988 1.534 0.14 0.01 -0.23
H -0.736 1.794 -0.970 0.00 -0.08 0.05
H -0.726 1.815 0.825 0.31 -0.15 -0.22
```
Forces are in eV/Å.

[3]
Here is a structure of composition H24O12 from the Open Molecules 2025 dataset. Energies are from the ωB97M-V functional and the def2-TZVPD basis.

Values from the calculation:
- HOMO-LUMO gap: 8.052 eV
- E_tot: -24947.7418 eV
- Highest occupied orbital energy: -8.923 eV
- Relative energy (zero: lowest compared OMol25 entry of this formula, charge and spin): 321.8 kcal/mol
- Multiplicity: 1

Geometry as XYZ:
```
36
Properties=species:S:1:pos:R:3:forces:R:3
O 0.030 -2.058 -1.554 1.04 -6.12 -5.48
H 0.914 -2.271 -1.854 0.25 -0.83 -0.24
H 0.138 -1.265 -1.030 0.34 -0.68 -0.75
O 0.872 1.082 -2.178 3.16 -0.15 -2.42
H 1.565 1.453 -2.724 0.04 0.48 -0.51
H 0.926 0.138 -2.329 0.02 -1.39 0.23
O -0.598 1.674 -0.608 0.06 5.15 -0.14
H -0.150 1.372 -1.398 -0.03 1.36 -1.29
H -0.204 2.526 -0.420 -0.22 0.59 0.28
O -2.518 2.124 0.488 -2.01 0.89 1.61
H -1.732 1.808 0.043 -1.26 -0.26 0.27
H -3.041 2.527 -0.206 -0.29 0.00 -0.02
O -1.403 0.455 -3.322 -0.58 0.26 -0.16
H -0.738 0.370 -4.005 0.02 -0.15 -0.20
H -0.904 0.524 -2.508 -0.87 -0.62 -0.61
O 1.434 0.359 1.975 0.14 -0.70 8.11
H 1.491 0.992 2.691 0.30 0.16 0.69
H 1.541 0.884 1.182 -0.71 -0.01 0.59
O -2.360 -1.479 1.028 -2.57 -1.41 -1.17
H -2.650 -1.789 1.887 -0.31 -0.10 0.05
H -1.643 -0.875 1.221 -0.58 0.04 -0.84
O -0.190 -0.458 -0.392 -4.34 5.42 3.89
H -0.413 0.465 -0.515 -0.53 -2.31 1.62
H 0.442 -0.458 0.327 0.70 -0.03 -0.13
O 0.382 -2.538 1.564 0.64 -4.44 0.90
H -0.045 -1.707 1.772 -0.55 -0.33 0.72
H -0.260 -3.205 1.807 -0.05 -0.31 -0.47
O -0.623 -0.637 2.132 -1.86 3.30 3.53
H -1.138 -0.458 2.919 -0.39 -0.24 0.31
H 0.051 0.043 2.128 1.30 0.68 -0.01
O 1.779 1.331 0.229 3.03 5.28 -6.61
H 2.722 1.363 0.068 0.48 -0.18 0.13
H 1.384 1.527 -0.621 -0.04 -0.47 -0.25
O 1.694 -1.148 0.366 4.87 0.07 -1.42
H 1.125 -1.852 0.678 0.24 -2.10 -0.26
H 2.120 -0.817 1.157 0.56 -0.86 0.03
```
Forces are in eV/Å.

[4]
Here is the molecule C23H22N4O3S from the Open Molecules 2025 dataset. Energies are from the ωB97M-V functional and the def2-TZVPD basis.

Values from the calculation:
- HOMO-LUMO gap: 8.299 eV
- E_tot: -47146.9584 eV
- Highest occupied orbital energy: -7.794 eV
- Relative energy (zero: lowest compared OMol25 entry of this formula, charge and spin): 21.7 kcal/mol
- Structure (SMILES): Cc1cc(NC(=O)CSc2cn(CCNC(=O)c3ccccc3)c3ccccc23)no1
- Multiplicity: 1

Geometry as XYZ:
```
53
Properties=species:S:1:pos:R:3:forces:R:3
C -3.152 -3.068 -1.386 0.28 0.11 -0.06
C -2.418 -1.912 -0.815 -0.21 0.52 0.53
C -2.701 -1.066 0.213 0.11 -0.29 -0.49
C -1.580 -0.194 0.246 -0.26 -0.81 -0.62
N -0.716 -0.511 -0.692 0.29 0.70 0.81
O -1.235 -1.577 -1.362 -0.54 -0.58 -0.21
N -1.316 0.845 1.101 0.17 0.35 -0.19
C -1.957 1.061 2.290 0.14 0.32 -0.18
O -2.981 0.507 2.619 -0.26 -0.19 0.15
C -1.213 2.031 3.174 0.30 -0.28 0.33
H -1.894 2.534 3.857 -0.07 0.01 -0.12
H -0.613 2.743 2.610 -0.08 0.05 -0.02
S -0.085 1.061 4.265 0.08 0.05 -0.26
C 0.912 0.277 3.041 0.03 0.43 0.51
C 2.061 0.780 2.502 -0.26 -0.08 0.29
N 2.533 -0.059 1.536 0.05 0.10 0.01
C 1.682 -1.132 1.436 -0.54 -0.43 0.26
C 1.706 -2.242 0.601 0.16 -0.07 -0.09
C 0.703 -3.177 0.745 0.12 -0.04 -0.09
C -0.308 -3.026 1.696 -0.12 -0.07 0.09
C -0.348 -1.927 2.524 0.10 -0.03 -0.02
C 0.652 -0.967 2.392 0.41 -0.14 -0.25
H -1.134 -1.797 3.251 -0.11 0.04 0.08
H -1.074 -3.783 1.774 -0.07 -0.06 0.02
H 0.696 -4.046 0.103 0.02 -0.06 -0.06
H 2.475 -2.379 -0.145 0.07 -0.02 -0.08
C 3.704 0.195 0.745 0.25 0.36 -0.25
H 4.574 0.316 1.401 -0.04 -0.10 -0.10
H 3.876 -0.666 0.096 0.04 0.06 0.10
C 3.561 1.471 -0.105 0.05 -0.23 0.32
N 2.542 1.369 -1.119 0.13 -0.21 -0.11
C 1.275 1.783 -0.908 0.15 -0.07 -0.23
O 0.935 2.280 0.159 0.01 0.23 0.15
C 0.339 1.667 -2.056 -0.34 0.25 -0.41
C -0.773 2.506 -2.055 0.29 -0.02 0.14
C -1.700 2.447 -3.078 -0.07 -0.03 -0.07
C -1.530 1.541 -4.111 -0.07 0.00 0.01
C -0.432 0.697 -4.115 0.09 -0.06 -0.07
C 0.501 0.758 -3.097 0.03 0.24 0.05
H 1.321 0.055 -3.101 0.07 -0.11 0.02
H -0.308 -0.021 -4.912 0.01 -0.07 -0.05
H -2.257 1.486 -4.908 -0.05 -0.01 -0.06
H -2.559 3.101 -3.065 -0.06 0.06 0.00
H -0.897 3.200 -1.238 -0.01 0.03 0.07
H 2.772 0.904 -1.982 -0.08 0.15 -0.01
H 4.519 1.696 -0.581 -0.06 0.02 0.06
H 3.277 2.303 0.545 0.16 -0.05 -0.10
H 2.572 1.688 2.754 0.09 0.20 -0.01
H -0.472 1.376 0.881 -0.10 0.00 0.15
H -3.546 -1.046 0.866 -0.20 -0.06 0.10
H -3.313 -2.923 -2.452 -0.07 -0.03 -0.06
H -4.109 -3.177 -0.885 -0.05 -0.02 0.01
H -2.570 -3.980 -1.254 -0.01 -0.11 0.00
```
Forces are in eV/Å.

In order of appearance, LUMO = 0.0100 0.0294 -0.0320 0.0186 hartree.